ORCA calculation (wB97M-V/def2-TZVPD) on a cluster of 5 separate species, C30H28O13 in total.

Geometry as XYZ:
```
71
Properties=species:S:1:pos:R:3:lowdin_charge:R:1
O -3.763 -7.372 -5.687 0.11
C -3.284 -6.277 -5.915 -0.39
C -1.822 -6.082 -6.006 0.02
C -1.298 -4.880 -6.254 0.02
C -2.157 -3.694 -6.450 -0.38
O -1.678 -2.597 -6.678 0.07
C -3.620 -3.888 -6.358 0.03
C -4.143 -5.090 -6.110 0.03
H -1.207 -6.961 -5.862 0.12
H -0.229 -4.719 -6.324 0.12
H -4.235 -3.009 -6.503 0.12
H -5.212 -5.250 -6.041 0.12
O 3.669 0.527 5.409 0.08
C 3.805 0.911 4.259 -0.38
C 2.643 1.327 3.447 0.02
C 2.793 1.746 2.189 0.04
C 4.126 1.814 1.555 -0.33
O 4.262 2.200 0.401 0.07
C 5.287 1.398 2.368 0.03
C 5.137 0.979 3.626 0.02
H 1.673 1.272 3.926 0.12
H 1.952 2.053 1.579 0.12
H 6.257 1.453 1.889 0.12
H 5.978 0.672 4.236 0.12
O 0.243 3.533 6.660 0.10
C 1.124 3.589 7.498 -0.38
C 1.126 4.637 8.541 0.02
C 2.093 4.699 9.457 0.02
C 3.203 3.723 9.470 -0.39
O 4.084 3.779 10.309 0.10
C 3.201 2.675 8.428 0.03
C 2.234 2.613 7.511 0.02
H 0.306 5.344 8.517 0.12
H 2.110 5.460 10.227 0.12
H 4.021 1.968 8.451 0.12
H 2.217 1.851 6.741 0.10
O -1.973 -1.719 3.819 0.10
C -2.484 -1.532 2.730 -0.39
C -3.718 -0.732 2.588 0.02
C -4.278 -0.530 1.394 0.02
C -3.688 -1.097 0.163 -0.38
O -4.198 -0.910 -0.926 0.09
C -2.454 -1.897 0.306 0.02
C -1.894 -2.099 1.499 0.02
H -4.137 -0.323 3.499 0.12
H -5.183 0.053 1.272 0.12
H -2.034 -2.305 -0.606 0.12
H -0.989 -2.682 1.621 0.12
C -2.609 0.295 -6.268 -0.13
C -3.016 0.507 -4.699 -0.24
C -2.149 -0.422 -3.716 -0.17
C -0.619 0.077 -3.512 -0.16
O -0.284 -0.022 -2.093 -0.06
C 0.575 1.069 -1.698 -0.39
O 0.011 2.133 -1.342 0.09
O 1.969 0.812 -1.698 0.03
C 2.748 2.016 -1.914 -0.11
O 4.100 1.717 -1.417 -0.24
O 4.420 0.437 -1.770 -0.02
H -3.319 0.925 -6.924 0.07
H -1.534 0.695 -6.453 0.08
H -2.632 -0.827 -6.551 0.04
H -4.122 0.193 -4.615 0.11
H -2.875 1.609 -4.363 0.11
H -2.148 -1.531 -4.053 0.11
H -2.652 -0.414 -2.663 0.10
H 0.040 -0.695 -4.062 0.13
H -0.479 1.144 -3.928 0.14
H 2.398 2.928 -1.321 0.16
H 2.898 2.276 -3.036 0.17
H 5.415 0.445 -1.772 0.14
```

As for the HOMO energy: -9.043 eV. Its multiplicity is 1. As for the SMILES: O=C1C=CC(=O)C=C1.O=C1C=CC(=O)C=C1.O=C1C=CC(=O)C=C1.O=C1C=CC(=O)C=C1.CCCCOC(=O)OCOO. Its total charge is 0. As for the max |F|: 5.40 eV/A. For the frontier orbital gap, the calculation gives 7.252 eV. For the LUMO energy, the calculation gives -1.79 eV.

***

ORCA calculation (wB97M-V/def2-TZVPD) on a structure of composition C10H16N3.

Geometry as XYZ:
```
29
Properties=species:S:1:pos:R:3:lowdin_charge:R:1
C 1.916 2.699 0.325 -0.02
C 2.360 1.944 1.444 -0.06
C 0.855 2.135 -0.411 0.00
C 1.821 0.746 1.806 0.00
C 0.300 0.866 -0.159 -0.13
C 0.730 0.270 1.033 -0.25
C -1.472 -0.649 0.239 -0.08
C -0.728 0.000 -0.855 -0.49
C 0.060 -0.919 -1.752 -0.01
C -1.713 0.945 -1.650 0.01
N -0.004 -0.781 1.554 0.02
N -1.669 -2.073 0.107 0.08
N 0.382 -2.141 1.381 0.03
H 2.133 3.740 0.142 0.11
H 3.129 2.424 1.986 0.10
H 0.170 2.652 -0.982 0.08
H 2.054 0.267 2.695 0.10
H -2.156 -0.001 0.853 0.18
H -0.618 -1.234 -2.564 0.11
H 0.554 -1.810 -1.240 0.11
H 0.819 -0.368 -2.121 0.06
H -2.588 0.471 -2.032 0.08
H -1.139 1.500 -2.446 0.12
H -1.999 1.641 -0.906 0.07
H -1.803 -2.353 -0.906 0.17
H -0.578 -2.586 0.605 0.13
H -2.511 -2.352 0.638 0.16
H 0.414 -2.529 2.324 0.14
H 1.281 -2.504 0.894 0.19
```

As for the HOMO energy: -12.082 eV. Its energy relative to the best compared isomer or geometry (same formula, charge and spin) is 78.3 kcal per mole. Its multiplicity is 1. Its total charge is +1. As for the max |F|: 3.96 eV/A. For the frontier orbital gap, the calculation gives 9.142 eV. For the LUMO energy, the calculation gives -2.94 eV.

***

ORCA calculation (wB97M-V/def2-TZVPD) on the ion C4H13N2O with charge +1.

Geometry as XYZ:
```
20
Properties=species:S:1:pos:R:3:lowdin_charge:R:1
C 1.564 1.095 -0.154 -0.02
N 0.637 -0.084 -0.137 -0.34
C 1.269 -1.112 0.707 -0.01
N 0.447 -0.653 -1.450 0.16
C -0.662 0.498 0.739 -0.02
C -1.932 0.413 -0.061 -0.27
O -2.134 -0.866 -0.532 -0.05
H 1.033 1.988 -0.556 0.12
H 2.029 1.495 0.763 0.12
H 2.481 0.789 -0.694 0.11
H 1.214 -0.632 1.691 0.11
H 0.561 -1.954 0.669 0.12
H 2.341 -1.357 0.318 0.16
H -0.173 -0.045 -1.977 0.12
H 0.111 -1.548 -1.401 0.07
H -0.775 -0.183 1.548 0.11
H -0.566 1.536 1.035 0.13
H -2.765 0.753 0.431 0.11
H -1.718 1.135 -0.836 0.12
H -2.961 -1.267 -0.104 0.16
```

As for the HOMO energy: -14.921 eV. Its energy relative to the best compared isomer or geometry (same formula, charge and spin) is 95.2 kcal per mole. Its multiplicity is 1. As for the SMILES: C[N+](C)(N)CCO. Its total charge is +1. As for the max |F|: 4.41 eV/A. For the frontier orbital gap, the calculation gives 12.148 eV. For the LUMO energy, the calculation gives -2.77 eV.